# 1
Formula: C5H8N4
Source: OMol25
Level of theory: ωB97M-V/def2-TZVPD

## Properties
- Energy relative to the best compared isomer or geometry (same formula, charge and spin): 458.6 kJ/mol
- Calculated total energy: -11269.7995 eV
- HOMO: -9.36 eV
- SMILES: CC(C)c1cnnnn1
- HOMO-LUMO gap: 8.9 eV

Last column: Mulliken charge in e.
CARTESIAN COORDINATES (ANGSTROEM)
N: 2.8793 0.9368 -0.7405  -0.272
N: 1.1521 -0.8556 0.8606  -0.060
N: 3.2347 -0.1538 0.0308  -0.271
N: 2.4727 -0.8352 0.7507  -0.333
C: -1.1522 -0.9502 -0.9784  -1.519
C: -1.5682 0.1079 1.3237  -1.137
C: 0.6789 0.2055 0.0679  0.493
C: -0.7250 0.2621 -0.0933  0.177
C: 1.6762 1.2767 -0.7503  0.032
H: 1.2662 2.2592 -1.1894  0.340
H: -0.7409 -0.7720 -1.9933  0.369
H: -2.1858 -0.9542 -0.9686  0.424
H: -2.7171 0.3310 1.3574  0.304
H: -1.0413 0.7850 2.0692  0.318
H: -0.8080 -1.8544 -0.5766  0.442
H: -0.9821 1.1064 -0.7053  0.326
H: -1.4396 -0.8952 1.5353  0.366

# 2
Formula: C5H8N4
Source: OMol25
Level of theory: ωB97M-V/def2-TZVPD

## Properties
- Multiplicity: 3
- Energy relative to the best compared isomer or geometry (same formula, charge and spin): 34.1 kJ/mol
- Calculated total energy: -11269.1302 eV
- HOMO (spin up / spin down): -5.12 / -8.83 eV
- Expectation value of S²: 2.026
- HOMO-LUMO gap (spin up / spin down): 6.1 / 6.2 eV

Last column: Löwdin spin population.
CARTESIAN COORDINATES (ANGSTROEM)
N: -0.6369 0.0590 1.3604  0.383
N: 2.9394 -0.2723 -0.3466  0.260
N: 1.2179 -0.9389 -1.5289  -0.004
N: 1.8298 0.1319 0.3472  0.565
C: -1.8499 0.2555 2.1922  0.048
C: 2.4703 -1.0214 -1.4412  0.186
C: -1.4979 0.4376 -1.0362  0.016
C: 0.7959 -0.1843 -0.4254  0.392
C: -0.5680 0.1099 0.1003  0.095
H: 3.7918 0.2489 -0.3355  0.014
H: -2.6038 -0.4938 2.0223  0.006
H: 3.0961 -1.5568 -2.1318  0.008
H: -2.6367 0.3985 -0.6002  0.004
H: -1.2406 1.4043 -1.4783  0.006
H: -1.2903 -0.3334 -1.7904  0.000
H: -1.5441 0.4778 3.2458  0.000
H: -2.2731 1.2776 1.8462  0.022

# 3
Formula: C5H8N5O2
Source: OMol25
Level of theory: ωB97M-V/def2-TZVPD

## Properties
- Multiplicity: 3
- Total charge: +1
- Energy relative to the best compared isomer or geometry (same formula, charge and spin): 0.0 kJ/mol
- Calculated total energy: -16846.8388 eV
- HOMO (spin up / spin down): -12.60 / -12.62 eV
- Expectation value of S²: 2.008
- HOMO-LUMO gap (spin up / spin down): 8.5 / 6.8 eV

Last column: Löwdin spin population.
CARTESIAN COORDINATES (ANGSTROEM)
O: 2.3278 1.8327 -0.6497  0.911
O: -2.2296 2.1251 1.3716  0.004
N: 2.0219 -2.6154 -1.1239  0.003
N: 1.3452 -0.6737 -0.3980  0.006
N: 1.6421 1.6779 0.3219  0.833
N: -1.4950 -0.1916 0.2172  0.004
N: -0.8993 1.8220 1.0219  0.017
C: 1.6711 -1.9030 -2.1630  0.017
C: 1.2282 -0.6571 -1.7408  -0.003
C: 1.0037 0.3120 0.5769  0.148
C: 1.8532 -1.8970 -0.0735  0.019
C: -0.5449 0.6656 0.5683  0.020
H: -2.5301 0.1868 0.4523  0.001
H: 1.8467 -2.1464 1.0006  0.001
H: -1.4108 -1.1114 -0.2880  0.000
H: -0.1400 2.4567 1.0956  0.008
H: 0.9160 0.1281 -2.4171  0.000
H: 1.5727 0.1418 1.4963  0.010
H: -2.5308 3.0380 0.9679  0.000
H: 1.8339 -2.4509 -3.2235  0.000

# 4
Formula: C5H8N5S
Source: OMol25
Level of theory: ωB97M-V/def2-TZVPD

## Properties
- Total charge: -1
- Energy relative to the best compared isomer or geometry (same formula, charge and spin): 111.1 kJ/mol
- Calculated total energy: -23597.5719 eV
- HOMO: -3.17 eV
- HOMO-LUMO gap: 6.8 eV

Last column: Mulliken charge in e.
CARTESIAN COORDINATES (ANGSTROEM)
S: 1.5214 1.7471 2.1422  -0.600
N: -0.9364 -1.8669 1.7429  0.177
N: -1.9358 -2.9823 0.2910  -0.401
N: 0.7952 1.0781 0.8056  0.159
N: -1.3521 -3.0664 1.4328  -0.450
N: -1.8910 -1.7156 -0.2802  -0.214
C: -0.4412 1.2457 0.3185  -0.492
C: -0.4909 1.1640 -1.1674  -0.337
C: 1.5833 0.4154 -0.1813  -0.618
C: -1.2557 -0.9995 0.6699  -0.044
C: 1.0336 0.8872 -1.5768  -0.634
H: 1.1935 0.0545 -2.3123  0.277
H: 2.6218 0.6450 -0.1704  0.438
H: 1.5026 -0.8022 -0.1263  0.188
H: 1.6025 1.6893 -2.0168  0.331
H: -0.4540 -1.7353 2.6092  0.244
H: -0.7762 2.0780 -1.7154  0.342
H: -1.1141 1.8919 0.9046  0.357
H: -1.2063 0.2721 -1.3698  0.278

# 5
Formula: C5H8NO
Source: OMol25
Level of theory: ωB97M-V/def2-TZVPD

## Properties
- Total charge: +1
- Energy relative to the best compared isomer or geometry (same formula, charge and spin): 468.9 kJ/mol
- Calculated total energy: -8839.9005 eV
- HOMO: -15.25 eV
- HOMO-LUMO gap: 9.4 eV

Last column: Mulliken charge in e.
CARTESIAN COORDINATES (ANGSTROEM)
O: 1.9220 0.0702 1.7451  -0.612
N: 1.2972 1.3909 -1.0740  -0.064
C: -0.1442 0.6100 0.5134  0.237
C: 1.8068 0.6837 -1.8743  -0.029
C: -1.0343 -0.2326 0.3252  0.167
C: -2.0743 -1.0159 -0.1628  -0.862
C: 0.4325 1.7903 -0.0282  -0.501
H: 0.9149 2.3052 0.7670  0.377
H: -2.9777 -0.8466 0.3661  0.338
H: 2.1929 -0.8286 1.8555  0.316
H: 2.7021 0.5841 1.4738  0.317
H: -1.6739 -1.9992 -0.1222  0.347
H: 0.3146 0.2752 1.4233  0.338
H: -0.4375 2.2848 -0.3843  0.315
H: -2.0255 -0.6138 -1.2526  0.315

# 6
Formula: C5H8NO
Source: OMol25
Level of theory: ωB97M-V/def2-TZVPD

## Properties
- Total charge: +1
- Energy relative to the best compared isomer or geometry (same formula, charge and spin): 491.9 kJ/mol
- Calculated total energy: -8839.6624 eV
- HOMO: -14.03 eV
- HOMO-LUMO gap: 9.2 eV

Last column: Mulliken charge in e.
CARTESIAN COORDINATES (ANGSTROEM)
O: -1.1311 -0.7824 1.3086  -0.343
N: -1.3789 1.3023 0.0029  -0.180
C: -1.9120 0.3679 -0.9979  -0.257
C: 1.0251 -0.6559 -0.8833  -0.871
C: 1.4658 -0.6062 0.3598  0.503
C: 2.0163 -0.6104 1.5165  -0.607
C: -1.2373 0.0088 0.2800  0.464
H: 0.6400 -1.4706 -1.4135  0.391
H: -0.7849 2.0365 0.0495  0.274
H: -2.9927 0.2790 -0.9351  0.295
H: -1.4323 0.3786 -2.0898  0.221
H: 1.0363 0.2693 -1.4909  0.299
H: 3.0197 -0.7967 2.0699  0.310
H: -1.3600 -1.7119 1.2806  0.366
H: 1.1995 -0.3123 2.3452  0.135

# 7
Formula: C5H8NO2
Source: OMol25
Level of theory: ωB97M-V/def2-TZVPD

## Properties
- Multiplicity: 2
- Energy relative to the best compared isomer or geometry (same formula, charge and spin): 66.5 kJ/mol
- Calculated total energy: -10897.3643 eV
- HOMO (spin up / spin down): -10.17 / -10.16 eV
- Expectation value of S²: 0.758
- HOMO-LUMO gap (spin up / spin down): 10.9 / 7.0 eV

Last column: Löwdin spin population.
CARTESIAN COORDINATES (ANGSTROEM)
O: 2.2463 -1.3344 1.6493  0.457
O: 1.3577 0.5528 2.1961  0.481
N: 0.6081 -0.4595 0.3242  0.021
C: -0.7278 0.9289 -1.3082  0.003
C: -0.4525 0.4958 0.1481  0.009
C: -1.5270 -0.0590 -2.1441  0.000
C: 1.4358 -0.4241 1.4311  0.023
C: -2.8174 0.1291 -2.3705  0.001
H: -0.9820 -0.8889 -2.5764  0.000
H: 0.2134 1.1647 -1.8086  0.000
H: -3.3570 -0.5397 -3.0251  0.000
H: -1.3314 1.8350 -1.2942  0.000
H: 0.9203 -0.9230 -0.5015  0.002
H: -3.3908 0.9394 -1.9396  0.000
H: -1.4117 0.1098 0.5126  0.000
H: -0.3244 1.4297 0.6916  0.002

# 8
Formula: C5H8NO2
Source: OMol25
Level of theory: ωB97M-V/def2-TZVPD

## Properties
- Total charge: +1
- Energy relative to the best compared isomer or geometry (same formula, charge and spin): 767.6 kJ/mol
- Calculated total energy: -10884.5521 eV
- HOMO (spin up / spin down): -13.34 / -12.77 eV
- HOMO-LUMO gap (spin up / spin down): 8.0 / 7.4 eV

Last column: Mulliken charge in e.
CARTESIAN COORDINATES (ANGSTROEM)
O: -1.4975 1.1688 1.7810  -0.350
O: 0.8677 -1.5953 -1.8762  -0.423
N: 0.0189 -0.0775 0.8308  -0.036
C: -0.1265 0.7354 2.0535  -0.260
C: -1.8813 -0.2264 -0.4259  -0.949
C: 0.3568 -0.4193 -1.5891  -0.304
C: -1.5196 0.4414 0.6300  0.546
C: 0.8582 0.2743 -0.3110  -0.461
H: -0.9817 -0.6053 -1.2653  0.575
H: -0.2557 0.2510 2.9931  0.324
H: 0.8486 1.3448 -0.4868  0.382
H: 1.8826 -0.1970 -0.1861  0.391
H: 0.4890 1.6448 2.0664  0.266
H: 0.1572 -1.0628 0.8812  0.368
H: -0.1056 0.2308 -2.3016  0.537
H: 0.8890 -1.9077 -2.7941  0.394